A cluster of 7 separate species, C35H90N6O12 in total at a distorted geometry, computed with ωB97M-V/def2-TZVPD.

Computed properties:
gap between HOMO and LUMO = 9.03 eV
SMILES string = COC[C@H](C)N.COCCNCCOC.COCCNCCOC.COCCNCCOC.COCCNCCOC.COCCNCCOC.CO
energy = -71255.37857 eV
M = 787.1 g/mol

The geometry in ORCA input format:
```
! RIJCOSX wB97M-V def2-TZVPD def2/J DEFGRID3
* xyz 0 1
C 29.463 -13.252 26.009
O 29.253 -14.447 26.722
C 28.015 -14.690 27.387
C 28.224 -15.809 28.399
N 29.295 -15.593 29.388
C 29.692 -16.774 30.147
C 28.627 -17.389 31.011
O 28.093 -16.425 31.920
C 26.795 -16.658 32.429
H 28.884 -12.376 26.301
H 29.494 -13.453 24.933
H 30.537 -13.051 26.083
H 27.181 -14.941 26.726
H 27.904 -13.701 27.854
H 28.490 -16.728 27.867
H 27.217 -15.940 28.817
H 28.791 -15.048 30.092
H 30.509 -16.564 30.843
H 30.055 -17.463 29.378
H 28.975 -18.283 31.538
H 27.767 -17.776 30.450
H 26.141 -17.210 31.748
H 26.349 -15.705 32.698
H 26.924 -17.280 33.320
C 29.929 -8.786 27.477
O 29.617 -8.911 26.088
C 30.733 -8.657 25.257
C 30.411 -8.971 23.823
N 30.671 -10.377 23.467
C 30.343 -10.540 22.031
C 30.285 -12.025 21.684
O 29.510 -12.712 22.676
C 28.919 -13.869 22.134
H 30.379 -9.713 27.836
H 28.936 -8.685 27.921
H 30.473 -7.862 27.678
H 31.659 -9.100 25.641
H 30.933 -7.572 25.256
H 31.025 -8.322 23.196
H 29.354 -8.724 23.672
H 29.940 -10.926 23.915
H 31.122 -10.197 21.340
H 29.432 -10.034 21.697
H 31.265 -12.486 21.844
H 29.982 -12.132 20.641
H 28.297 -13.621 21.264
H 28.180 -14.242 22.848
H 29.639 -14.650 21.868
C 33.108 -15.291 21.027
O 33.032 -16.468 20.259
C 33.610 -17.580 20.900
C 32.684 -18.291 21.935
N 33.318 -18.938 23.070
C 34.084 -18.030 23.908
C 33.322 -16.930 24.612
O 32.747 -17.342 25.815
C 32.185 -16.279 26.545
H 33.917 -15.206 21.772
H 32.184 -15.276 21.619
H 33.341 -14.369 20.485
H 34.535 -17.272 21.403
H 34.003 -18.370 20.254
H 32.106 -19.012 21.354
H 31.930 -17.565 22.246
H 33.854 -19.739 22.771
H 34.971 -17.644 23.393
H 34.523 -18.516 24.790
H 32.590 -16.454 23.941
H 34.041 -16.116 24.797
H 31.559 -16.549 27.398
H 31.650 -15.505 25.996
H 33.004 -15.800 27.101
C 36.623 -14.643 23.778
O 36.114 -14.415 22.472
C 37.199 -14.232 21.567
C 36.770 -14.330 20.125
N 36.335 -15.625 19.619
C 35.622 -15.599 18.348
C 36.240 -14.705 17.245
O 35.894 -13.345 17.444
C 36.697 -12.434 16.727
H 35.736 -14.674 24.417
H 37.265 -13.842 24.145
H 37.065 -15.635 23.895
H 38.024 -14.931 21.746
H 37.569 -13.213 21.723
H 37.569 -13.941 19.485
H 35.954 -13.607 19.959
H 35.664 -15.934 20.317
H 34.567 -15.320 18.459
H 35.556 -16.617 17.958
H 35.712 -14.977 16.325
H 37.324 -14.837 17.198
H 37.749 -12.605 16.984
H 36.523 -11.451 17.176
H 36.472 -12.363 15.662
C 33.907 -11.202 21.850
O 33.762 -10.491 20.633
C 33.991 -11.380 19.537
C 33.779 -10.701 18.192
N 33.437 -11.773 17.277
C 33.325 -11.322 15.890
C 33.087 -12.408 14.839
O 34.208 -13.203 14.615
C 34.053 -14.051 13.505
H 34.084 -10.491 22.657
H 34.871 -11.719 21.794
H 33.075 -11.832 22.148
H 33.273 -12.200 19.670
H 34.991 -11.796 19.697
H 34.739 -10.180 18.075
H 32.904 -10.055 18.260
H 34.205 -12.454 17.237
H 34.239 -10.774 15.596
H 32.607 -10.500 15.806
H 32.745 -11.895 13.930
H 32.213 -12.971 15.198
H 33.201 -14.732 13.641
H 34.973 -14.623 13.423
H 33.796 -13.491 12.597
C 32.298 -11.395 29.837
C 31.252 -12.508 30.036
C 29.822 -11.987 30.271
O 29.587 -11.209 31.407
C 29.780 -11.920 32.634
N 31.317 -13.389 28.876
H 33.262 -11.620 30.294
H 31.938 -10.439 30.225
H 32.535 -11.248 28.781
H 31.571 -13.082 30.910
H 29.149 -12.859 30.237
H 29.430 -11.448 29.398
H 30.821 -12.127 32.866
H 29.257 -12.878 32.499
H 29.186 -11.392 33.375
H 31.179 -12.888 28.014
H 30.666 -14.174 29.001
C 32.843 -12.967 24.614
O 32.981 -11.567 24.865
H 32.577 -13.507 25.530
H 32.018 -13.133 23.919
H 33.806 -13.414 24.362
H 32.260 -11.176 24.336
*
```


A structure of composition C35H93F6KO40P9 at a distorted geometry, computed with ωB97M-V/def2-TZVPD.

Computed properties:
gap between HOMO and LUMO (alpha / beta) = 7.38 / 3.94 eV
⟨S²⟩ = 0.75
energy = -235947.79531 eV
M = 1585.9 g/mol

The geometry in ORCA input format:
```
! RIJCOSX wB97M-V def2-TZVPD def2/J DEFGRID3
* xyz 0 2
K 0.253 -3.647 -0.968
C -0.801 0.236 0.476
O -0.115 0.583 1.675
O -0.579 -1.133 0.201
C -2.270 0.765 0.433
F -2.208 2.068 0.648
F -2.857 0.536 -0.814
F -2.950 0.227 1.396
C 1.287 0.860 1.605
C 1.674 1.339 2.937
H 1.166 0.897 3.794
H 2.760 1.263 3.000
H 1.405 2.389 3.046
H 1.618 1.558 0.836
H 1.761 -0.108 1.448
H -0.203 0.738 -0.285
C 3.928 -4.651 -1.667
O 3.681 -3.203 -1.537
O 2.714 -5.259 -1.256
C 4.506 -5.011 -3.086
F 5.461 -4.104 -3.483
F 5.082 -6.179 -3.022
F 3.588 -5.047 -4.025
C 4.631 -2.454 -0.738
C 4.015 -1.176 -0.247
H 3.178 -1.525 0.358
H 4.607 -0.557 0.428
H 3.668 -0.598 -1.103
H 5.488 -2.081 -1.298
H 5.033 -2.919 0.162
H 4.768 -4.883 -1.011
C -7.995 -2.195 2.082
O -6.735 -1.902 2.662
P -6.657 -0.946 3.996
O -5.334 -0.986 4.714
O -7.267 0.518 3.570
C -6.503 1.340 2.713
O -7.843 -1.617 4.944
C -7.946 -1.289 6.270
H -8.862 -1.785 2.599
H -8.204 -3.241 2.309
H -8.062 -2.073 1.001
H -6.339 2.293 3.216
H -7.158 1.499 1.857
H -5.596 0.855 2.353
H -8.954 -0.965 6.533
H -7.195 -0.615 6.680
H -7.858 -2.278 6.720
C -0.568 -6.098 3.976
O -1.721 -5.284 3.650
P -2.316 -5.226 2.106
O -1.221 -4.981 1.103
O -3.092 -6.635 1.864
C -4.234 -7.010 2.626
O -3.472 -4.115 2.208
C -3.193 -2.755 2.394
H -0.594 -6.241 5.056
H 0.259 -5.461 3.661
H -0.518 -7.013 3.385
H -3.910 -7.866 3.217
H -5.162 -7.148 2.071
H -4.376 -6.242 3.387
H -4.115 -2.272 2.072
H -2.416 -2.412 1.710
H -2.904 -2.458 3.402
C -0.343 -3.577 -6.199
O 1.037 -3.315 -6.286
P 1.689 -2.086 -5.488
O 3.144 -1.957 -5.707
O 1.104 -2.250 -3.957
C 0.800 -1.158 -3.104
O 0.915 -0.828 -6.127
C 1.356 -0.262 -7.352
H -0.875 -3.015 -5.431
H -0.627 -4.615 -6.027
H -0.848 -3.317 -7.129
H 1.521 -1.252 -2.292
H -0.199 -1.268 -2.680
H 0.890 -0.160 -3.533
H 2.215 -0.822 -7.721
H 1.657 0.760 -7.118
H 0.566 -0.365 -8.096
C -3.950 3.718 7.403
O -4.367 3.795 6.079
P -3.214 3.720 4.943
O -3.726 3.725 3.530
O -2.427 2.390 5.380
C -1.468 1.727 4.565
O -2.100 4.895 5.283
C -1.449 5.621 4.280
H -4.541 4.345 8.071
H -2.888 3.781 7.640
H -4.273 2.739 7.758
H -1.766 0.774 4.128
H -0.576 1.593 5.177
H -1.124 2.419 3.797
H -1.315 6.673 4.534
H -1.918 5.678 3.298
H -0.425 5.301 4.089
C -3.500 -5.237 -5.251
O -3.775 -3.895 -4.936
P -3.207 -3.192 -3.564
O -1.840 -3.614 -3.104
O -3.529 -1.600 -3.829
C -2.658 -0.881 -4.717
O -4.390 -3.622 -2.541
C -4.609 -3.058 -1.225
H -4.215 -5.683 -5.942
H -3.607 -5.752 -4.296
H -2.511 -5.397 -5.681
H -2.795 -1.134 -5.768
H -1.636 -1.136 -4.439
H -2.736 0.200 -4.603
H -5.665 -2.984 -0.967
H -4.213 -2.043 -1.272
H -4.132 -3.615 -0.419
C 6.035 4.824 -2.842
O 6.242 4.649 -1.415
P 6.703 3.240 -0.688
O 6.039 1.997 -1.161
O 8.375 3.253 -0.747
C 9.098 2.775 -1.910
O 6.369 3.634 0.821
C 5.206 3.172 1.469
H 5.005 5.151 -2.983
H 6.144 3.973 -3.515
H 6.675 5.647 -3.159
H 8.515 1.961 -2.341
H 10.043 2.299 -1.648
H 9.270 3.575 -2.631
H 5.326 3.432 2.521
H 4.989 2.121 1.280
H 4.314 3.653 1.067
C 3.647 6.683 -0.020
O 2.432 6.003 0.160
P 1.888 5.250 -1.187
O 1.909 6.035 -2.426
O 2.698 3.818 -1.153
C 2.533 2.840 -2.120
O 0.334 4.869 -0.805
C 0.054 4.495 0.526
H 4.315 6.384 0.787
H 3.398 7.742 0.047
H 4.295 6.514 -0.880
H 2.040 1.975 -1.676
H 3.542 2.465 -2.295
H 2.073 3.258 -3.015
H -0.770 4.961 1.067
H 0.851 4.595 1.262
H -0.153 3.426 0.558
C 4.443 -1.851 6.619
O 3.348 -2.521 6.038
P 3.015 -2.335 4.503
O 3.662 -1.106 3.891
O 3.555 -3.743 3.863
C 4.950 -3.779 3.438
O 1.364 -2.441 4.586
C 0.590 -2.312 3.437
H 4.103 -1.524 7.602
H 4.938 -1.035 6.093
H 5.246 -2.568 6.796
H 5.500 -2.865 3.660
H 5.030 -3.921 2.360
H 5.486 -4.655 3.801
H 1.133 -2.083 2.520
H -0.145 -1.521 3.586
H -0.044 -3.198 3.428
C -1.041 2.862 -3.115
O -1.295 3.600 -4.341
P -0.819 3.121 -5.810
O -1.004 1.705 -6.166
O -1.425 4.230 -6.829
C -2.785 4.435 -7.025
O 0.753 3.591 -5.819
C 1.154 4.967 -5.465
H -0.274 2.088 -3.124
H -2.030 2.432 -2.956
H -0.781 3.463 -2.244
H -3.308 4.351 -6.073
H -3.249 3.666 -7.644
H -3.028 5.394 -7.482
H 1.802 5.303 -6.275
H 1.736 4.848 -4.551
H 0.307 5.652 -5.414
*
```


A cluster of 10 separate species, C35H95N15O15 in total at a distorted geometry, computed with ωB97M-V/def2-TZVPD.

Computed properties:
gap between HOMO and LUMO = 8.86 eV
SMILES string = COCCNCCOC.COCCNCCOC.COCCNCCOC.COCCNCCOC.COCCNCCOC.NC(N)=O.NC(N)=O.NC(N)=O.NC(N)=O.NC(N)=O
energy = -90899.71644 eV
M = 966.2 g/mol

The geometry in ORCA input format:
```
! RIJCOSX wB97M-V def2-TZVPD def2/J DEFGRID3
* xyz 0 1
C 4.025 -0.282 2.709
O 4.414 0.054 3.819
N 3.054 0.439 2.056
N 4.502 -1.337 1.988
H 2.795 1.291 2.516
H 2.709 0.142 1.159
H 5.034 -2.068 2.422
H 3.999 -1.539 1.127
C 0.924 -1.516 -3.559
O 0.721 -0.944 -2.482
N 1.591 -2.698 -3.651
N 0.589 -0.950 -4.748
H 1.840 -3.008 -4.571
H 1.786 -3.192 -2.788
H 0.059 -0.088 -4.866
H 0.585 -1.529 -5.571
C 0.225 -1.783 4.213
O -0.400 -2.591 3.520
N 1.571 -1.793 4.352
N -0.438 -0.974 5.086
H 2.010 -1.093 4.925
H 2.182 -2.412 3.856
H -1.444 -1.028 5.107
H -0.006 -0.216 5.582
C -0.302 4.801 0.325
O -1.074 4.498 -0.584
N 0.176 6.071 0.470
N 0.149 3.891 1.225
H -0.047 6.775 -0.207
H 0.818 6.273 1.213
H -0.093 2.902 1.156
H 0.668 4.178 2.034
C -0.346 0.488 0.761
O -0.652 1.213 1.718
N -0.231 0.956 -0.506
N -0.109 -0.838 0.916
H 0.239 0.412 -1.219
H -0.424 1.927 -0.698
H -0.323 -1.185 1.839
H 0.205 -1.389 0.137
C -0.173 2.508 -8.466
O -1.010 1.961 -7.485
C -0.970 0.561 -7.405
C -2.031 0.109 -6.423
N -1.838 0.780 -5.134
C -2.930 0.489 -4.227
C -2.766 1.375 -2.999
O -3.927 1.395 -2.209
C -3.708 1.980 -0.935
H -0.328 2.014 -9.433
H 0.885 2.384 -8.194
H -0.364 3.573 -8.553
H 0.024 0.279 -7.026
H -1.153 0.112 -8.389
H -2.034 -0.964 -6.227
H -3.006 0.396 -6.848
H -1.717 1.775 -5.284
H -2.960 -0.540 -3.851
H -3.911 0.629 -4.704
H -2.482 2.390 -3.323
H -1.894 0.986 -2.461
H -2.938 1.458 -0.366
H -4.640 1.887 -0.379
H -3.434 3.033 -1.026
C -4.358 -2.983 -1.217
O -3.741 -3.528 -0.094
C -2.335 -3.307 -0.106
C -1.618 -4.035 0.996
N -1.543 -5.498 0.842
C -2.798 -6.209 0.902
C -3.525 -6.127 2.255
O -2.848 -6.926 3.201
C -2.926 -6.409 4.510
H -4.019 -3.465 -2.157
H -4.074 -1.931 -1.368
H -5.435 -3.122 -1.211
H -2.170 -2.227 -0.010
H -1.965 -3.608 -1.098
H -2.063 -3.873 1.985
H -0.651 -3.536 1.081
H -0.901 -5.801 1.565
H -2.589 -7.273 0.779
H -3.515 -5.849 0.170
H -4.547 -6.517 2.125
H -3.654 -5.091 2.584
H -3.966 -6.455 4.862
H -2.593 -5.364 4.543
H -2.310 -6.970 5.210
C 0.957 -5.203 -0.991
O 2.014 -4.339 -1.403
C 2.936 -4.114 -0.359
C 3.900 -3.033 -0.809
N 3.267 -1.711 -0.793
C 3.970 -0.739 -1.639
C 5.382 -0.392 -1.156
O 5.900 0.587 -2.009
C 7.171 1.046 -1.617
H 0.265 -5.242 -1.837
H 0.375 -4.794 -0.166
H 1.296 -6.224 -0.817
H 3.514 -4.999 -0.070
H 2.417 -3.772 0.546
H 4.255 -3.274 -1.822
H 4.768 -3.047 -0.145
H 2.338 -1.754 -1.210
H 3.472 0.233 -1.544
H 3.960 -1.014 -2.698
H 6.000 -1.304 -1.236
H 5.377 -0.111 -0.101
H 7.108 1.508 -0.627
H 7.480 1.789 -2.349
H 7.937 0.262 -1.621
C 4.700 10.445 -4.370
O 4.005 9.998 -3.216
C 2.587 10.050 -3.360
C 2.022 8.903 -4.171
N 2.062 7.659 -3.387
C 1.534 6.551 -4.204
C 1.390 5.299 -3.377
O 0.979 4.251 -4.256
C 0.913 3.020 -3.583
H 4.495 9.767 -5.196
H 5.760 10.452 -4.115
H 4.486 11.501 -4.569
H 2.321 11.032 -3.774
H 2.194 10.035 -2.343
H 2.602 8.765 -5.091
H 0.983 9.165 -4.380
H 3.048 7.445 -3.260
H 2.194 6.357 -5.066
H 0.587 6.846 -4.660
H 0.571 5.382 -2.657
H 2.351 5.042 -2.916
H 0.393 3.084 -2.620
H 1.928 2.667 -3.335
H 0.498 2.280 -4.263
C -0.402 -1.879 8.750
O -1.223 -0.850 9.262
C -2.334 -1.265 10.051
C -3.203 -2.322 9.403
N -3.680 -1.898 8.084
C -4.283 -2.998 7.352
C -4.621 -2.573 5.939
O -3.420 -2.282 5.250
C -3.622 -2.161 3.871
H 0.287 -2.271 9.501
H 0.111 -1.421 7.904
H -0.969 -2.706 8.304
H -2.913 -0.364 10.235
H -1.923 -1.672 10.983
H -4.080 -2.429 10.056
H -2.740 -3.319 9.437
H -2.840 -1.572 7.612
H -5.223 -3.272 7.843
H -3.670 -3.910 7.326
H -5.317 -1.730 5.926
H -5.127 -3.426 5.463
H -4.181 -2.978 3.395
H -2.667 -2.130 3.348
H -4.149 -1.247 3.562
*
```


Q: Which of these has the lowest M?
A: C35H90N6O12